Entry from the Open Molecules 2025 dataset: 2 unconnected molecules or ions with the total composition C6H16N2O in a non-equilibrium geometry (wB97M-V/def2-TZVPD).

For the HOMO energy, the calculation gives -7.26 eV. As for the total energy: -11508.2126 eV. As for the LUMO energy: 0.0335 Eh. Its structure (SMILES) is C/C(N)=C/N.CC(C)O. The strongest force on any atom is 3.38 eV/A. The HOMO-LUMO gap is 8.17 eV.

```
25
Properties=species:S:1:pos:R:3:lowdin_charge:R:1
C 0.333 0.991 -2.145 -0.056
C -0.848 1.099 -1.250 -0.439
N -2.032 0.519 -1.703 0.096
C -0.702 1.605 0.008 -0.242
N -1.770 1.607 0.957 0.034
H 0.241 1.700 -2.972 0.078
H 1.247 1.219 -1.543 0.092
H 0.461 -0.007 -2.558 0.076
H -1.894 -0.135 -2.458 0.085
H -2.600 0.102 -0.970 0.078
H 0.091 2.315 0.204 0.115
H -1.653 2.324 1.665 0.075
H -2.683 1.718 0.527 0.068
C 1.996 -1.673 0.145 -0.055
C 0.812 -0.936 0.748 -0.508
C 0.745 -1.133 2.260 -0.067
O -0.363 -1.455 0.133 -0.073
H 2.026 -1.538 -0.933 0.066
H 2.928 -1.345 0.592 0.076
H 1.896 -2.748 0.324 0.085
H 0.676 0.269 0.544 0.131
H 0.591 -2.188 2.506 0.082
H 1.673 -0.807 2.727 0.074
H -0.069 -0.547 2.685 0.068
H -1.102 -0.959 0.506 0.062
```